# 1
A 6-piece molecular cluster, C26H62N2O6 overall in a non-equilibrium geometry, computed with ωB97M-V/def2-TZVPD.

Results
SMILES string: CC1(C)CCCC(C)(C)N1O.CC1(C)CCCC(C)(C)N1O.CCO.CCO.CCO.CCO
LUMO level, eV: 0.7
Molecular weight, g mol⁻¹: 498.79
Energy above the lowest of the compared OMol25 structures with the same formula, charge and spin, kJ/mol: 34.9
Orbital gap, eV: 9.041
HOMO energy, Ha: -0.3081

Geometry as XYZ:
```
96
Properties=species:S:1:pos:R:3:forces:R:3
C 1.6808 -0.5844 0.7252 0.118 -2.435 -0.039
C 2.3985 -1.7708 1.5446 -0.626 0.023 -2.356
C 1.9534 -3.0939 0.8517 -1.268 1.102 -0.377
C 3.9155 -1.4923 1.4609 -1.510 0.978 -0.210
C 4.6600 -2.4603 2.2848 0.715 0.627 1.666
C 4.2311 -2.3794 3.7627 0.615 -1.199 0.343
C 2.7225 -2.5755 4.0102 -0.020 1.601 -0.433
C 2.3537 -4.0092 4.1319 0.402 -1.738 -0.561
C 2.3494 -1.9831 5.3587 -0.410 1.339 -0.844
N 2.0132 -1.7497 2.9176 -0.062 0.344 2.573
O 0.5975 -1.9109 3.0341 1.226 -1.131 0.107
H 0.5762 -0.7125 0.5838 1.053 -0.091 0.218
H 1.8529 0.3606 1.2024 0.312 0.540 0.015
H 2.2008 -0.7451 -0.2431 -0.540 0.928 0.287
H 0.8800 -3.2512 1.1041 0.607 -0.035 -0.499
H 2.0150 -3.0531 -0.2422 0.008 0.212 0.185
H 2.4548 -3.9721 1.1458 0.887 -0.956 0.550
H 4.3275 -1.5127 0.4543 -0.505 -0.042 -0.365
H 3.9755 -0.4368 1.7911 0.532 -0.476 0.186
H 4.5109 -3.4540 1.9077 0.099 -0.614 -0.236
H 5.7121 -2.1828 2.2144 0.221 -0.450 0.102
H 4.5670 -1.4451 4.2235 -0.171 0.103 -0.318
H 4.7682 -3.1824 4.3392 -0.436 0.642 -0.438
H 1.3427 -4.2666 4.4424 -0.118 0.564 0.068
H 3.0324 -4.4760 4.8721 -0.322 0.148 -0.415
H 2.5028 -4.4949 3.1801 0.146 -0.585 -0.284
H 2.8416 -1.0065 5.4333 -0.456 -0.024 0.346
H 2.6011 -2.6019 6.1930 0.536 -0.491 0.412
H 1.2619 -1.9066 5.3608 -0.002 0.389 0.172
H 0.4471 -2.8357 2.7617 -0.790 0.188 0.235
C 0.9945 3.2805 -3.6455 -0.443 -0.581 0.356
C 1.4693 4.5708 -4.3366 0.789 0.175 0.248
C 2.5524 5.1631 -3.4225 1.226 1.379 -0.886
C 2.1106 4.3522 -5.7071 -0.592 0.619 -0.294
C 1.0949 4.2329 -6.8652 -1.136 -0.091 0.454
C 0.0495 5.3972 -6.8948 0.776 -0.066 0.166
C -0.5745 5.6574 -5.5217 -0.906 -0.725 0.399
C -1.2180 7.0709 -5.5424 0.243 -0.379 1.382
C -1.6350 4.5348 -5.2545 -0.072 0.054 -0.369
N 0.4624 5.6185 -4.4905 0.167 0.909 0.750
O -0.1339 5.7550 -3.1895 -0.262 1.309 0.045
H 0.7392 3.4798 -2.5831 -0.249 0.073 -0.802
H 0.1390 2.8474 -4.1723 0.079 -0.028 0.324
H 1.7435 2.4723 -3.5574 0.108 0.580 -0.477
H 2.3180 5.0810 -2.3757 -0.308 0.051 0.398
H 3.5389 4.6249 -3.5564 -0.970 0.692 -0.064
H 2.6331 6.2893 -3.6936 0.271 -1.895 0.478
H 2.7665 5.2046 -5.9872 -0.362 -0.232 0.500
H 2.7769 3.5081 -5.5595 -0.027 -0.379 -0.549
H 1.6893 4.2412 -7.7602 -0.068 -0.154 -0.705
H 0.4706 3.3330 -6.8415 0.615 -0.324 0.098
H -0.8137 5.2851 -7.5820 0.693 -0.475 0.115
H 0.5818 6.2675 -7.2543 0.092 0.587 0.127
H -0.4960 7.8659 -5.5945 0.729 0.129 -0.339
H -1.8122 7.3504 -4.6729 0.036 -0.590 0.478
H -1.9170 7.2068 -6.3196 -0.631 -0.173 -1.387
H -1.1897 3.5435 -5.4410 -0.227 0.436 -0.176
H -2.5070 4.6494 -5.9286 0.370 -0.035 0.385
H -1.9661 4.5035 -4.2103 0.003 0.333 -0.258
H -0.0734 6.7192 -2.9736 0.056 -1.207 -0.389
C -1.1494 2.0855 3.8403 1.817 1.092 0.416
C -0.3097 0.8335 3.6646 -1.184 1.129 -2.085
O -0.9569 0.0807 2.6144 -0.350 1.317 0.047
H -1.0752 2.7551 2.9850 -0.206 -0.220 -0.297
H -0.7268 2.6847 4.6569 -0.006 -0.105 0.078
H -2.1674 1.9190 4.1018 -0.808 -0.510 -0.037
H -0.3803 0.2559 4.5235 0.240 -1.078 1.848
H 0.7526 1.0316 3.4147 -0.552 0.004 0.103
H -0.5544 -0.7715 2.7082 0.555 -1.220 -0.309
C -2.5668 -5.7427 3.9644 1.517 0.138 -1.681
C -1.3922 -4.7705 4.0588 -0.143 0.740 0.481
O -1.2065 -4.0961 2.8040 0.443 -0.433 1.450
H -3.4957 -5.2251 3.8098 -0.424 0.426 -0.058
H -2.6564 -6.3409 4.8419 0.015 -0.740 0.456
H -2.3330 -6.3086 3.0193 -0.562 -0.129 1.108
H -0.4397 -5.2318 4.3240 -0.152 -0.581 -0.242
H -1.5435 -4.0751 4.9159 -0.175 0.137 -0.694
H -1.9981 -4.2503 2.2739 -0.075 0.501 -0.536
C -4.7350 -0.7917 -0.5670 0.948 -0.365 0.828
C -3.6765 -0.0286 0.2672 -2.399 -0.165 -1.557
O -3.4035 -0.8749 1.3248 2.168 0.090 1.218
H -5.6152 -1.0085 0.1233 1.060 0.097 -1.233
H -4.2305 -1.7123 -0.9691 -0.903 0.698 0.341
H -4.9613 -0.1285 -1.3833 -0.695 -0.016 -0.498
H -4.2201 0.8536 0.5736 0.142 0.646 0.597
H -2.8737 0.3235 -0.3861 0.527 -0.474 0.359
H -2.6100 -0.5139 1.8018 -0.652 -0.293 -0.017
C -3.9470 -5.6733 0.3088 1.544 -0.845 0.420
C -3.9120 -4.1835 0.1937 -1.197 1.447 -0.488
O -2.8132 -3.5950 0.8646 -0.426 0.066 -0.282
H -4.3722 -6.1050 1.2664 -0.051 0.582 -1.476
H -2.9216 -6.0670 0.2693 0.173 0.295 0.331
H -4.2620 -6.0402 -0.6563 -1.211 -0.588 0.174
H -4.8765 -3.7880 0.5545 0.242 0.038 0.455
H -3.9625 -3.8015 -0.8580 0.539 -0.819 0.392
H -2.9471 -2.6198 0.8775 0.001 -0.318 0.293
```
Forces are in eV/Å.

Charges obtained by Löwdin population analysis, quoted in units of e: -0.008, -0.498, -0.013, -0.160, -0.188, -0.117, -0.496, -0.040, -0.034, -0.044, -0.069, 0.085, 0.065, 0.084, 0.085, 0.090, 0.045, 0.122, 0.132, 0.104, 0.116, 0.114, 0.131, 0.065, 0.104, 0.075, 0.089, 0.077, 0.081, 0.063, -0.031, -0.549, -0.055, -0.132, -0.153, -0.132, -0.501, -0.031, -0.027, -0.099, -0.047, 0.088, 0.061, 0.090, 0.059, 0.099, 0.118, 0.127, 0.113, 0.096, 0.101, 0.127, 0.107, 0.078, 0.077, 0.063, 0.058, 0.088, 0.081, 0.124, -0.081, -0.270, -0.121, 0.074, 0.074, 0.063, 0.085, 0.120, 0.006, -0.074, -0.301, -0.109, 0.069, 0.063, 0.094, 0.087, 0.117, 0.026, -0.079, -0.339, -0.092, 0.105, 0.063, 0.060, 0.102, 0.119, 0.084, -0.092, -0.339, -0.102, 0.095, 0.076, 0.068, 0.115, 0.108, 0.067


# 2
AlH10O5 as an isolated structure in a non-equilibrium geometry, computed with ωB97M-V/def2-TZVPD.

Results
LUMO level, eV: -19.7
Molecular weight, g mol⁻¹: 117.06
Energy above the lowest of the compared OMol25 structures with the same formula, charge and spin, kJ/mol: 896.8
Net charge: +3
Orbital gap, eV: 2.056
HOMO energy, Ha: -0.7992

Geometry as XYZ:
```
16
Properties=species:S:1:pos:R:3:forces:R:3
Al -0.2197 -0.1831 -1.0120 -0.006 -0.021 -0.141
O -4.2936 -0.4219 -0.8344 1.062 0.042 -0.017
H -4.8106 0.3445 -1.0824 -0.557 0.801 -0.432
H -4.9070 -0.9812 -0.3578 -0.634 -0.797 0.489
O 1.5709 -3.1792 -3.1198 -0.321 0.861 0.512
H 2.4201 -3.5953 -2.9714 0.972 -0.373 0.118
H 1.0859 -3.8077 -3.6546 -0.605 -0.618 -0.702
O -2.3173 2.3181 1.3728 0.479 -0.819 -0.545
H -2.2382 2.3129 2.3267 -0.152 -0.068 0.920
H -2.6218 3.2007 1.1620 -0.383 0.939 -0.333
O 3.8753 -0.0810 -0.3327 -1.026 -0.101 -0.154
H 4.5095 -0.7494 -0.0732 0.646 -0.815 0.271
H 4.3690 0.7388 -0.3127 0.509 0.931 -0.080
O 1.2258 1.1570 2.6319 -0.238 -0.375 -0.976
H 0.5304 1.1010 3.2872 -0.517 -0.264 0.761
H 1.8211 1.8259 2.9702 0.771 0.677 0.310
```
Forces are in eV/Å.

Charges obtained by natural (NBO) population analysis, quoted in units of e: 1.003, -0.605, 0.509, 0.516, -0.606, 0.511, 0.515, -0.653, 0.503, 0.515, -0.615, 0.513, 0.511, -0.632, 0.500, 0.514


# 3
An isolated ion of composition C4H13N2O and charge +1 in a non-equilibrium geometry, computed with ωB97M-V/def2-TZVPD.

Results
SMILES string: C[C@H](O)[C@@H]([NH3+])CN
LUMO level, eV: -3.1
Molecular weight, g mol⁻¹: 105.16
Energy above the lowest of the compared OMol25 structures with the same formula, charge and spin, kJ/mol: 130.2
Net charge: +1
Orbital gap, eV: 10.766
HOMO energy, Ha: -0.5094

Geometry as XYZ:
```
20
Properties=species:S:1:pos:R:3:forces:R:3
C 2.2380 -0.6331 -0.6528 -0.337 0.834 0.173
C 0.7223 -0.5681 -0.8667 0.805 0.736 -0.650
O 0.3555 0.4438 -1.8269 0.435 0.002 -0.009
C 0.0200 -0.1428 0.4243 -0.289 -1.115 -0.040
N 0.0390 1.3454 0.5275 -0.179 -0.122 0.606
C -1.4259 -0.5568 0.5641 -1.550 -0.279 -1.634
N -1.9765 -0.0835 1.7911 0.205 0.773 0.719
H 2.6171 0.3418 -0.3062 -0.118 -0.161 0.145
H 2.4611 -1.3719 0.1174 0.229 -0.106 -0.283
H 2.7790 -0.7959 -1.5820 -0.053 -0.495 -0.013
H 0.3870 -1.5248 -1.2648 -0.320 -0.156 0.450
H 1.0666 0.5608 -2.4811 -0.421 -0.202 0.264
H 0.5225 -0.5304 1.3007 0.472 0.002 0.132
H -0.2683 1.6074 1.4708 0.059 -0.119 0.015
H 0.9595 1.7260 0.3177 -0.091 0.190 -0.132
H -0.6694 1.6986 -0.1101 0.239 0.319 -0.454
H -1.6398 -1.6131 0.3524 0.843 -0.143 0.420
H -2.0106 -0.1435 -0.2826 0.328 0.366 0.279
H -1.9694 -0.7334 2.5581 -0.066 -0.153 0.041
H -2.8626 0.3853 1.7247 -0.193 -0.170 -0.032
```
Forces are in eV/Å.

Charges obtained by natural (NBO) population analysis, quoted in units of e: -0.635, 0.077, -0.751, -0.070, -0.670, -0.257, -0.882, 0.194, 0.239, 0.240, 0.209, 0.498, 0.225, 0.459, 0.447, 0.451, 0.229, 0.212, 0.392, 0.394